Record 1
The following is a DFT calculation (the ωB97M-V functional and the def2-TZVPD basis) of a molecular structure, C27H29BF3N5O5S6Tc.

Properties
**Energy above the lowest of the compared OMol25 structures with the same formula, charge and spin**: 0.393 eV
**2S+1**: 4
**LUMO level (alpha / beta)**: -0.38 / -1.05 eV
**⟨S²⟩**: 3.774
**Calculated total energy**: -4490.779833 Eh
**Frontier orbital gap (alpha / beta)**: 7.19 / 6.25 eV
**Strongest force on any atom**: 0.72 eV Å⁻¹

```
77
Properties=species:S:1:pos:R:3:forces:R:3:mulliken_charge:R:1
Tc -0.7654 -0.1937 0.5850 -0.3212 -0.5039 -0.4070 1.1458
S -5.5828 0.3373 2.0227 -0.3635 0.1273 0.0897 -0.1607
C -4.1392 0.4239 1.2036 0.7018 -0.1045 -0.1293 0.0073
S -2.6150 0.2558 1.9801 -0.1465 -0.0940 0.1870 -0.2464
S -4.4309 0.6189 -0.4267 -0.1973 0.0945 -0.0644 -0.0861
C -4.3085 -2.9144 0.7964 0.0675 -0.0623 0.0468 -0.9290
N -3.0454 -3.6370 0.7061 -0.1556 -0.0121 -0.0554 0.2547
C -2.7705 -4.8398 1.3218 0.0090 0.1458 0.0722 -0.6169
C -1.4905 -5.1433 1.0175 0.0442 0.0503 -0.0800 -0.5266
N -0.9897 -4.1378 0.2206 0.0672 -0.1284 -0.1365 0.0884
B 0.4577 -4.0799 -0.3284 0.0486 0.0143 0.0409 0.2204
N 1.4317 -3.5888 0.8328 -0.1378 -0.0841 -0.0272 0.2610
C 2.7258 -4.0527 0.9049 -0.0502 0.0691 -0.0613 -0.6132
C 3.3437 -3.4469 1.9424 -0.0344 0.0446 -0.0139 -0.5174
N 2.4092 -2.6063 2.5068 0.0482 0.0498 0.1311 0.2815
C 2.6278 -1.7806 3.6815 -0.0215 0.0005 -0.0729 -0.8724
C 1.2440 -2.7033 1.8192 0.0304 -0.0232 -0.0796 0.0144
S -0.1788 -1.8466 2.3270 0.0422 0.0657 -0.0381 -0.6154
C -1.9517 -3.2229 0.0423 -0.0192 0.0437 0.1707 0.0097
S -1.8414 -1.7579 -0.8758 0.2238 0.0333 -0.0014 -0.5046
H -5.1194 -3.6377 0.8425 -0.0113 0.0052 -0.0027 0.3573
H -4.4206 -2.2841 -0.0814 0.0024 -0.0094 0.0065 0.2982
H -4.3223 -2.2826 1.6833 0.0107 -0.0509 -0.0014 0.3116
H -3.4993 -5.3478 1.9266 -0.0253 -0.0215 -0.0322 0.4664
H -0.8933 -5.9966 1.2830 0.0154 -0.0011 0.0079 0.4823
H 0.8248 -5.2010 -0.6097 -0.0296 0.0805 0.0513 -0.2020
H 0.5173 -3.3089 -1.2458 0.0181 -0.0714 0.0200 -0.0686
H 3.0902 -4.7855 0.2077 -0.0083 -0.0144 -0.0020 0.5423
H 4.3392 -3.5450 2.3358 0.0045 -0.0018 0.0189 0.4717
H 3.6524 -1.9304 4.0130 0.0022 0.0020 0.0103 0.3212
H 1.9390 -2.0573 4.4767 0.0005 -0.0088 -0.0011 0.3252
H 2.4732 -0.7310 3.4366 0.0032 0.0040 -0.0053 0.2915
F 4.0032 3.9830 3.3480 0.0382 0.0116 0.0094 -0.2523
C 2.7219 4.3298 3.5688 -0.1282 -0.0857 -0.0555 0.8059
F 2.5513 5.5628 3.0771 0.0082 0.0222 -0.0280 -0.2622
F 2.5461 4.3907 4.8941 0.0103 -0.0121 0.0330 -0.2676
C 1.7902 3.3327 2.9201 0.0902 0.1187 0.0637 0.4548
C 1.2840 2.2694 3.6450 -0.0826 -0.0622 -0.0003 -0.9711
C 0.5001 1.3368 2.9884 -0.0368 0.0980 0.0116 -0.7831
N 0.2262 1.4204 1.6820 0.1982 0.1508 0.1469 0.6686
C 0.6713 2.4839 1.0042 0.0200 0.0432 -0.0480 -0.5855
C 1.4639 3.4593 1.5824 -0.0651 -0.0090 -0.0408 -1.1692
H 1.4777 2.1639 4.7026 0.0154 0.0005 0.0001 0.5048
H 0.0734 0.4916 3.5090 0.0479 -0.0383 -0.0030 0.7165
H 0.3593 2.5479 -0.0298 0.0701 -0.0259 0.0405 0.5325
H 1.7994 4.3010 0.9938 0.0241 -0.0047 0.0030 0.5191
O -0.1066 0.6930 -2.5859 -0.0022 -0.0567 -0.1451 -0.6985
C -0.9728 1.3583 -2.0307 -0.3698 0.1744 0.2346 -0.3257
O -1.3046 1.2645 -0.7796 0.2351 0.1541 0.0240 -0.2446
C -1.7394 2.4126 -2.7772 0.0455 -0.0578 -0.0337 0.3231
C -1.7227 2.3900 -4.1636 0.0072 0.0804 -0.0658 -0.4419
C -2.4265 3.3341 -4.9177 0.0627 -0.0969 0.0224 -1.1197
C -3.1186 4.2871 -4.2152 -0.0186 0.0188 -0.1485 0.9834
O -3.8666 5.3180 -4.7119 -0.0016 0.0504 0.0695 -0.4977
C -4.4315 5.9765 -3.5748 0.0390 -0.0486 0.0140 -0.2532
O -3.8808 5.3822 -2.4015 -0.0047 0.0361 -0.0663 -0.5060
C -3.1287 4.3190 -2.8341 -0.0284 0.0030 0.1374 0.8088
C -2.4616 3.3941 -2.0792 -0.0115 -0.0907 0.0490 -0.8824
H -1.1514 1.6146 -4.6547 -0.0004 -0.0004 -0.0030 0.4808
H -2.4301 3.3173 -5.9983 -0.0004 0.0004 -0.0008 0.4238
H -5.5153 5.8401 -3.5801 -0.0148 -0.0168 0.0012 0.2605
H -4.1664 7.0336 -3.6039 -0.0070 0.0111 -0.0026 0.2454
H -2.4976 3.3949 -0.9991 -0.0096 -0.0072 -0.0126 0.4358
O 1.1750 -0.6481 -0.2441 0.1479 0.2425 0.1309 0.2341
S 2.0822 0.1817 -1.1616 -0.2964 0.0438 0.0307 0.7091
C 2.2548 -0.8369 -2.6306 0.0015 -0.1660 -0.0610 -0.9783
C 3.2042 -1.9551 -2.2292 0.0243 0.1009 0.0475 0.0876
C 4.3652 -1.2477 -1.5339 -0.0510 -0.0233 0.0293 -0.7465
C 3.7308 -0.2674 -0.5382 0.0867 -0.1343 -0.0280 -0.4410
H 2.6647 -0.1939 -3.4136 -0.0126 0.0021 -0.0060 0.4879
H 1.2410 -1.1281 -2.8941 0.0514 -0.0217 0.0006 0.3291
H 3.5244 -2.5450 -3.0874 0.0005 0.0264 -0.0295 0.5175
H 2.6858 -2.6176 -1.5344 0.0178 -0.0387 -0.0169 -0.3874
H 4.9485 -0.6915 -2.2712 0.0319 -0.0197 0.0008 0.3419
H 5.0396 -1.9405 -1.0310 -0.0011 0.0089 0.0333 0.4178
H 4.3123 0.6400 -0.3832 -0.0036 0.0123 0.0182 0.5421
H 3.5139 -0.7288 0.4263 0.0542 -0.0322 0.0023 -0.2085
```
Positions in Å, forces in eV/Å.

Record 2
The following is a DFT calculation (the ωB97M-V functional and the def2-TZVPD basis) of a single C6H12 molecule.

Properties
**Energy above the lowest of the compared OMol25 structures with the same formula, charge and spin**: 0.815 eV
**2S+1**: 1
**LUMO level**: 1.02 eV
**Calculated total energy**: -235.788264 Eh
**Frontier orbital gap**: 11.41 eV
**Strongest force on any atom**: 0.19 eV Å⁻¹

```
18
Properties=species:S:1:pos:R:3:forces:R:3:mulliken_charge:R:1
C 0.4675 1.6481 -0.5177 -0.0051 0.0331 -0.0035 -1.7532
C 0.2744 0.2130 -0.0439 0.0873 0.0700 -0.0080 1.8822
C 1.6089 -0.4205 0.3339 0.0350 -0.0398 0.0236 -1.7390
C -0.8115 0.0252 1.0547 -0.0318 0.0748 0.1480 -1.0150
C -1.4928 -1.0634 0.1942 -0.1182 -0.1256 0.0215 -0.4559
C -0.5696 -0.6904 -0.9878 0.0052 -0.0234 -0.1709 -1.0086
H 1.1908 1.7029 -1.3415 -0.1081 -0.0282 0.1066 0.3805
H -0.4790 2.0750 -0.8711 0.1356 -0.0617 0.0699 0.4332
H 0.8374 2.2818 0.2986 -0.0255 -0.0986 -0.1124 0.3738
H 2.2702 -0.4871 -0.5394 -0.0992 0.0211 0.1193 0.3936
H 1.4697 -1.4347 0.7284 0.0074 0.1347 -0.0651 0.4065
H 2.1211 0.1722 1.1025 -0.0883 -0.0857 -0.0947 0.3885
H -0.4470 -0.2986 2.0365 -0.0290 0.0849 -0.1620 0.2942
H -1.4291 0.9192 1.1953 0.0769 -0.1320 -0.0473 0.3001
H -2.5647 -0.9359 0.0162 0.1678 -0.0426 0.0588 0.3020
H -1.3265 -2.0763 0.5737 -0.0159 0.1520 -0.0715 0.2293
H -1.0861 -0.1140 -1.7631 0.0799 -0.0856 0.1021 0.2972
H -0.0336 -1.5166 -1.4696 -0.0740 0.1525 0.0854 0.2905
```
Positions in Å, forces in eV/Å.

Record 3
The following is a DFT calculation (the ωB97M-V functional and the def2-TZVPD basis) of a single C16H20N2O3S molecule.

Properties
**Energy above the lowest of the compared OMol25 structures with the same formula, charge and spin**: 1.523 eV
**2S+1**: 1
**LUMO level**: 0.59 eV
**Calculated total energy**: -1355.129414 Eh
**Frontier orbital gap**: 8.48 eV
**Strongest force on any atom**: 0.58 eV Å⁻¹

```
42
Properties=species:S:1:pos:R:3:forces:R:3:mulliken_charge:R:1
C -2.2659 -2.8903 -1.9051 0.1322 -0.0743 0.0405 -1.3314
C -1.4485 -2.3282 -0.7894 0.4307 -0.2063 0.1368 1.0053
C -0.1955 -2.7641 -0.4934 -0.1677 -0.0740 -0.2121 -0.9175
C 0.5536 -2.1892 0.5904 -0.2453 0.1439 0.0642 0.3373
O 1.6622 -2.4930 0.9734 0.2954 -0.1549 0.0695 -0.6928
N -0.1524 -1.1632 1.2446 0.0063 0.0212 0.0890 0.0614
C -1.3928 -0.7814 0.8738 -0.2887 0.0888 -0.0275 0.1999
N -2.0553 -1.3271 -0.0898 -0.3978 0.0946 0.0552 -0.2564
S -2.0883 0.5314 1.7938 -0.1860 0.1730 0.3552 -0.2405
C -3.5459 0.9898 0.8003 0.5002 -0.2063 -0.2149 -0.5838
C -3.2119 1.4149 -0.6335 -0.3557 -0.2685 0.0227 -0.4680
O -2.1869 2.3776 -0.6968 0.2834 0.2266 -0.0118 -0.5240
C -0.8906 1.9007 -0.7637 0.2636 0.1044 0.0245 0.0851
C -0.4901 0.9107 -1.6561 -0.2294 0.2358 0.0703 -0.2222
C 0.8107 0.4569 -1.6490 0.3332 0.0328 0.1622 -0.4217
C 1.7555 0.9880 -0.7679 -0.3849 0.0153 -0.1288 0.4714
C 1.3669 2.0272 0.0736 0.3378 -0.0931 -0.0275 -0.3316
C 0.0570 2.4708 0.0751 -0.3619 -0.0405 -0.2754 -0.7246
H -0.2489 3.2621 0.7415 -0.0524 0.0590 0.0936 0.4084
H 2.0734 2.4999 0.7373 0.0940 0.0007 0.0675 0.4224
O 2.9923 0.4435 -0.8447 0.0868 -0.0670 -0.1809 -0.4562
C 3.9752 0.7264 0.1455 0.3572 -0.0174 0.3680 0.5318
C 5.2678 0.1095 -0.3786 -0.3946 0.2396 -0.0016 -1.5740
H 6.0914 0.3372 0.2920 0.0907 0.0092 0.0719 0.4164
H 5.1498 -0.9681 -0.4503 0.0171 -0.1430 0.0039 0.3369
H 5.4931 0.5019 -1.3667 0.0617 0.0266 -0.0819 0.3950
C 3.5938 0.1245 1.4977 -0.0334 0.1327 -0.3447 -1.0848
H 4.4386 0.1835 2.1782 0.0872 0.0539 0.1054 0.4502
H 2.7535 0.6531 1.9426 -0.0631 0.0075 0.1017 0.3040
H 3.3146 -0.9186 1.3634 0.0080 -0.0483 0.0158 0.2210
H 4.1048 1.8165 0.2344 -0.0470 -0.1380 -0.0622 0.2313
H 1.1261 -0.3221 -2.3251 0.0425 -0.0995 -0.0839 0.4216
H -1.1925 0.4881 -2.3590 -0.0882 -0.0377 -0.0354 0.5473
H -4.1031 1.8852 -1.0618 0.0850 -0.0855 0.0217 0.3925
H -2.9659 0.5209 -1.2120 -0.0908 0.2240 0.0520 0.1562
H -3.9808 1.8173 1.3597 -0.0087 -0.0332 0.0477 0.4262
H -4.2255 0.1399 0.7889 -0.1112 0.0670 -0.0220 0.3656
H 0.3195 -0.6935 2.0084 0.0331 -0.0551 -0.1383 0.2517
H 0.2782 -3.5517 -1.0555 0.0516 -0.0852 -0.0394 0.4067
H -3.2696 -3.1120 -1.5494 -0.0561 -0.0251 0.0129 0.3324
H -1.8093 -3.7898 -2.3059 -0.0080 -0.0689 -0.0893 0.3921
H -2.3547 -2.1524 -2.7014 -0.0265 0.0652 -0.0750 0.2594
```
Positions in Å, forces in eV/Å.